Record 1
64
Properties=species:S:1:pos:R:3:forces:R:3 method="wB97M-V/def2-TZVPD" lumo_ev="2.42 / 2.42" total_charge=-1 molar_mass_da=495.99 e_homo_ev="-3.258 / -4.513" max_force_ha_per_bohr=0.056 relative_energy_kcal_mol=0.0 multiplicity=5 s2=6.03
O -1.0209 1.1584 -3.3013 0.67 1.13 0.59
C 0.3076 1.8154 -3.2328 -0.50 -0.34 0.16
C -0.3243 3.1888 -3.3731 -0.89 -0.22 0.09
H 0.9386 1.5342 -4.0822 0.03 -0.16 0.42
H 0.7932 1.6170 -2.2685 -0.11 -0.10 -0.42
C -1.6662 2.4386 -3.0960 0.42 0.60 -0.30
H -0.2494 3.5369 -4.4092 -0.09 0.23 0.29
H -0.0969 3.9594 -2.6397 0.26 0.05 -0.15
C -2.7710 2.7179 -4.0954 -0.09 -0.19 0.15
H -2.4362 2.4993 -5.1193 -0.13 0.04 0.28
H -3.0415 3.7761 -4.0224 -0.02 -0.07 -0.08
H -3.6633 2.1261 -3.8547 0.14 0.04 -0.18
C -2.1007 2.5614 -1.6536 0.08 -0.04 0.22
H -1.2352 2.3802 -1.0028 -0.22 0.03 -0.15
H -2.8634 1.8185 -1.3869 0.12 0.14 -0.21
H -2.4857 3.5629 -1.4411 -0.04 -0.02 -0.01
Cr 0.3543 0.2422 1.4836 -1.56 -2.06 0.52
C 0.8582 2.1368 2.5699 1.35 0.69 0.08
C 1.9400 1.2218 2.7629 -0.08 0.96 -0.77
C 2.4344 0.8203 1.4702 0.28 1.44 -0.38
H 2.4261 0.9983 3.7123 -0.44 -0.32 -0.36
C 1.7087 1.5698 0.4672 0.77 0.57 1.08
C 0.7020 2.3608 1.1568 1.15 -0.34 0.14
H 0.0128 3.0656 0.6925 0.13 -0.40 0.19
H 0.2989 2.6231 3.3779 0.20 -0.36 -0.57
H 3.2610 0.1322 1.2904 -0.43 0.18 0.11
H 1.9494 1.5882 -0.5897 -0.21 -0.13 0.22
C -1.5146 -0.4253 3.2563 -0.49 -0.06 -1.08
C -1.8922 0.8623 2.7921 -0.22 -0.73 -0.31
C -1.9482 0.8300 1.3608 -0.61 -0.80 0.47
H -2.1678 1.6993 3.4406 0.42 -0.17 -0.39
C -1.7345 -0.5462 0.9331 0.17 -0.04 1.28
C -1.4067 -1.3068 2.1269 -1.22 1.11 -0.21
H -1.2255 -2.3744 2.1921 0.15 0.34 -0.17
H -1.3975 -0.7197 4.2934 0.11 0.06 -0.18
H -2.2663 1.6681 0.7310 0.23 -0.56 0.38
H -1.9041 -0.9716 -0.0620 0.31 0.36 0.39
O 0.6547 -0.9140 -3.6290 0.48 -1.09 -2.62
C -0.2189 -0.6692 -4.7853 -0.29 -0.22 0.00
C 0.2970 -1.4005 -6.0223 0.16 -0.25 0.02
H -0.2880 0.3937 -5.0281 -0.03 -0.54 0.39
H -1.2293 -1.0559 -4.5439 0.45 0.37 0.06
C 1.3020 -2.4248 -5.4857 0.17 0.41 0.16
H 0.7842 -0.7209 -6.7316 -0.22 -0.10 0.11
H -0.5582 -1.8837 -6.5079 0.27 0.11 -0.15
C 1.2248 -2.2250 -3.9549 -0.59 -0.49 0.40
H 2.3111 -2.2077 -5.8565 -0.19 -0.09 0.07
H 1.0333 -3.4415 -5.7956 0.19 0.13 0.28
H 2.2117 -2.3903 -3.4962 -0.51 0.44 0.19
H 0.5102 -2.9777 -3.5689 0.40 0.20 0.11
Cl -0.3231 -3.0140 8.6014 -0.30 -0.15 0.77
C 0.3510 -2.7347 7.0510 0.79 0.23 -1.43
C 0.6246 -3.8214 6.2038 -0.07 0.56 -0.06
C 1.1407 -3.5819 4.9273 -0.16 0.01 0.48
C 1.4176 -2.2819 4.5167 -0.09 0.26 -0.56
C 1.1771 -1.2028 5.3677 -0.17 -0.39 0.58
C 0.6477 -1.4241 6.6490 0.06 -0.54 -0.50
C 2.0715 -2.0869 3.1428 0.03 0.08 -0.37
O 3.3079 -2.2046 3.1893 -0.40 0.19 -0.41
O 1.3170 -1.8719 2.1308 0.72 0.07 0.88
H 0.4357 -4.8339 6.5401 -0.08 0.07 0.03
H 1.3489 -4.4076 4.2405 -0.08 0.24 0.32
H 1.4097 -0.1880 5.0450 -0.15 -0.34 0.11
H 0.4665 -0.5946 7.3209 -0.05 -0.05 0.01

---

Record 2
144
Properties=species:S:1:pos:R:3:forces:R:3 method="wB97M-V/def2-TZVPD" lumo_ev=-2.29 total_charge=+1 molar_mass_da=969.21 e_homo_ev=-10.330 max_force_ha_per_bohr=0.091 multiplicity=1
C 1.5390 3.6208 0.2279 -0.28 0.68 0.24
C 2.8932 4.4019 0.1805 -0.43 -0.25 -0.88
C 3.9818 3.7061 -0.7391 -0.82 0.64 1.75
C 5.0478 3.0675 0.2017 0.88 0.31 -0.19
N 5.5576 1.7632 -0.2313 -0.43 0.13 -0.25
C 4.5593 0.7365 -0.2968 0.21 -0.03 0.36
O 5.2453 -0.4881 -0.4890 -0.86 0.27 0.17
C 4.3806 -1.6262 -0.6619 0.27 -0.05 -1.44
N 4.9475 -2.7463 0.0916 -0.29 1.10 1.06
C 4.4687 -1.9598 -2.2258 0.42 -2.65 0.65
C 5.0695 -3.4283 -2.4090 2.73 1.50 -0.47
C 6.6611 -3.4618 -2.3924 -2.45 -1.12 -3.84
O 5.7295 -3.6431 -3.6387 -1.98 0.11 1.16
C 2.8585 -1.3665 -0.3371 1.08 -1.14 -1.30
C 2.1280 -2.7437 -0.3225 -0.86 0.42 -1.38
C 0.7989 -2.6018 -1.1577 -0.21 -1.39 1.57
C -0.3633 -1.9370 -0.3678 0.12 -0.02 -1.04
C -1.7279 -2.2539 -1.0668 0.75 0.91 0.60
C -2.7610 -1.0936 -0.9071 -0.81 -1.55 -0.15
C -4.1981 -1.7479 -0.9707 0.60 1.05 -0.31
O -4.8037 -1.7522 0.3461 0.70 -0.47 -0.13
C -4.8462 -3.0153 0.8888 0.80 0.44 1.79
C -3.9691 -3.2505 2.1412 -0.51 1.10 -0.40
O -5.5131 -3.8844 0.4541 -0.75 -0.91 -1.01
N 2.6006 -0.4105 0.7874 -0.22 0.78 1.00
C 2.0860 -0.9699 2.0803 -0.60 -0.41 1.08
C 1.7741 0.1022 3.1522 0.08 0.86 -0.27
C 1.0373 -0.4204 4.4272 -0.10 -0.26 0.25
C 0.4298 -1.8486 4.3477 -1.36 0.92 -0.09
C -0.9211 -1.7437 3.5568 0.64 0.16 -0.31
O -1.9279 -1.1053 4.3423 0.19 -0.08 -0.30
C -2.4363 0.0502 3.7020 -0.37 0.92 -0.50
C 3.7638 0.5454 1.0630 1.08 0.19 -1.52
O 4.6710 0.0679 1.9960 -1.03 0.21 0.65
H 0.7255 4.3720 0.2735 0.30 -0.54 0.06
H 1.3430 3.0241 -0.6844 0.24 0.14 0.43
H 1.4062 3.0042 1.1446 0.22 0.11 -0.55
H 2.6716 5.4011 -0.2363 0.13 -0.48 0.25
H 3.2506 4.5651 1.2115 0.02 -0.03 -0.49
H 4.4091 4.5160 -1.3494 0.12 -0.72 -0.01
H 3.4336 2.9903 -1.3721 0.56 0.23 0.06
H 4.7125 3.0274 1.2658 -0.15 0.10 -0.63
H 5.9162 3.7575 0.2161 -0.41 -0.44 0.05
H 6.3937 1.4725 0.2648 -0.31 -0.09 0.07
H 3.8921 0.9858 -1.1531 0.06 -0.30 0.50
H 5.9093 -2.4626 0.2998 -0.09 -0.44 -0.20
H 4.4967 -2.8203 1.0085 0.11 -0.13 -0.23
H 5.1963 -1.3192 -2.7427 -0.66 0.14 0.24
H 3.4717 -1.9944 -2.7000 0.46 0.42 0.02
H 4.5442 -4.2767 -1.9264 0.45 0.52 -0.50
H 7.1753 -2.6383 -2.9125 0.40 0.14 1.83
H 7.0813 -4.4636 -2.5742 0.55 0.58 1.65
H 2.4957 -0.8584 -1.2514 0.09 0.00 0.72
H 1.9546 -3.2077 0.6612 0.02 0.44 -0.27
H 2.7159 -3.4887 -0.8916 0.14 0.64 0.46
H 0.9817 -2.1208 -2.1375 -0.07 -0.11 0.53
H 0.4856 -3.6502 -1.3611 0.09 0.59 -0.11
H -0.1637 -0.8380 -0.3662 -0.41 -0.49 0.27
H -0.4335 -2.3256 0.6686 0.31 0.34 -0.47
H -2.1211 -3.1795 -0.6014 0.15 0.41 -0.30
H -1.5044 -2.4852 -2.1259 -0.44 0.20 0.39
H -2.6721 -0.5782 0.0674 0.07 -0.27 -0.42
H -2.6738 -0.3427 -1.7047 0.18 -0.34 0.35
H -4.1274 -2.7934 -1.3204 -0.26 0.60 -0.14
H -4.7941 -1.1239 -1.6592 -0.22 -0.58 0.47
H -4.4789 -3.9055 2.8657 0.26 0.12 -0.54
H -3.0277 -3.7048 1.7783 -0.38 0.22 0.35
H -3.7939 -2.2676 2.6119 0.27 -0.56 -0.10
H 1.8562 0.2242 0.4674 0.14 -0.25 0.00
H 1.1166 -1.4428 1.8445 0.76 -0.11 0.00
H 2.8067 -1.7109 2.4732 -0.40 0.26 -0.39
H 2.6713 0.6516 3.4978 -0.28 -0.49 -0.40
H 1.1487 0.8801 2.6513 0.19 -0.47 0.27
H 0.1936 0.2680 4.6308 0.46 -0.37 -0.01
H 1.6892 -0.3355 5.3172 -0.09 -0.11 -0.61
H 1.0871 -2.6096 3.8941 -0.20 0.28 0.33
H 0.1258 -2.1472 5.3702 0.44 -0.11 -0.52
H -1.2421 -2.7448 3.2024 -0.10 0.48 0.32
H -0.7848 -1.0900 2.6631 0.12 -0.60 0.26
H -1.6771 0.8648 3.6252 -0.23 -0.52 0.06
H -3.2898 0.4891 4.2501 0.45 -0.60 0.05
H -2.7989 -0.1475 2.6666 0.21 -0.10 0.54
H 3.2919 1.4946 1.3724 0.41 -0.55 0.23
H 4.8093 -0.8898 1.9345 0.34 0.32 -0.31
F -1.9453 1.7983 -1.9386 0.14 0.02 0.08
C -2.5946 2.5783 -2.8357 -0.31 0.36 -0.41
C -3.6948 2.0698 -3.4986 -0.02 -0.26 0.12
C -4.3640 2.8707 -4.4136 0.11 0.12 0.01
C -3.9185 4.1630 -4.6604 -0.04 0.05 -0.05
C -2.8077 4.6574 -3.9890 -0.12 -0.15 -0.03
C -2.1428 3.8622 -3.0653 0.25 0.05 0.16
H -4.0228 1.0572 -3.2986 -0.01 0.03 0.00
H -5.2324 2.4868 -4.9340 0.01 -0.02 0.03
H -4.4390 4.7851 -5.3774 0.01 -0.02 0.03
H -2.4586 5.6632 -4.1845 0.00 -0.03 0.04
H -1.2805 4.2335 -2.5256 -0.01 -0.03 0.00
F 1.2547 6.3746 1.6390 -0.09 0.04 -0.03
C 1.5950 6.8217 2.8656 0.12 0.19 0.47
C 2.0435 8.1198 3.0109 0.02 0.16 -0.24
C 2.3885 8.5787 4.2746 -0.04 -0.21 0.06
C 2.2907 7.7324 5.3723 0.03 0.05 0.08
C 1.8425 6.4286 5.2087 0.04 0.15 -0.08
C 1.4865 5.9697 3.9476 -0.05 -0.26 -0.07
H 2.1203 8.7615 2.1424 -0.03 -0.03 0.00
H 2.7343 9.5962 4.4033 -0.01 -0.03 -0.04
H 2.5642 8.0914 6.3564 -0.02 -0.02 -0.04
H 1.7699 5.7683 6.0636 -0.03 0.01 -0.04
H 1.1262 4.9587 3.8012 -0.01 0.03 -0.03
F -9.4120 -2.2426 -3.1339 -0.08 0.01 -0.05
C -9.0898 -3.4933 -2.7434 0.12 -0.49 0.14
C -9.8504 -4.5611 -3.1789 -0.22 0.05 -0.18
C -9.5048 -5.8452 -2.7765 0.19 0.11 0.14
C -8.4122 -6.0411 -1.9384 -0.09 -0.01 -0.07
C -7.6627 -4.9536 -1.5067 -0.14 -0.26 -0.15
C -8.0007 -3.6733 -1.9160 0.19 0.29 0.08
H -10.7013 -4.3866 -3.8252 0.03 0.02 0.01
H -10.0871 -6.6922 -3.1163 -0.02 0.06 0.00
H -8.1461 -7.0424 -1.6228 -0.01 0.04 -0.01
H -6.8156 -5.0996 -0.8547 -0.05 0.04 -0.02
H -7.4214 -2.8156 -1.5965 -0.03 -0.01 0.04
F -8.4891 4.1672 -6.4687 0.03 0.06 -0.04
C -8.6472 3.0593 -5.7214 -0.06 -0.36 0.25
C -8.4374 1.8204 -6.2972 0.11 -0.02 -0.25
C -8.5959 0.6781 -5.5235 -0.03 0.16 0.16
C -8.9713 0.7878 -4.1901 0.01 -0.06 0.09
C -9.1831 2.0405 -3.6277 0.09 -0.06 -0.20
C -9.0153 3.1854 -4.3954 -0.03 0.24 0.12
H -8.1534 1.7550 -7.3400 -0.01 0.04 0.02
H -8.4272 -0.2981 -5.9606 -0.03 0.04 -0.01
H -9.0981 -0.1024 -3.5909 -0.01 0.05 -0.03
H -9.4795 2.1261 -2.5899 0.01 0.02 -0.04
H -9.1677 4.1702 -3.9723 -0.01 0.00 -0.05
F 6.6642 -2.3796 2.9004 -0.33 0.07 -0.06
C 7.9972 -2.6306 2.8933 0.73 -0.14 -0.01
C 8.8433 -1.7959 3.5947 -0.19 0.26 0.15
C 10.2063 -2.0571 3.5897 -0.04 -0.17 -0.14
C 10.7033 -3.1409 2.8763 0.07 0.00 0.01
C 9.8380 -3.9675 2.1721 0.04 0.15 0.10
C 8.4731 -3.7149 2.1840 -0.29 -0.12 -0.17
H 8.4372 -0.9518 4.1380 -0.01 -0.03 0.00
H 10.8809 -1.4154 4.1415 -0.05 0.00 -0.02
H 11.7673 -3.3406 2.8702 -0.04 0.00 0.00
H 10.2256 -4.8095 1.6132 -0.05 0.01 0.02
H 7.7813 -4.3537 1.6480 0.00 0.01 0.02